Record 1
C29H23Cl3CrIN3O8 as an isolated structure at a distorted geometry. Source: OMol25; level of theory: wB97M-V/def2-TZVPD.

Summary:
molar mass	826.8	Da
HOMO-LUMO gap (alpha / beta)	3.406 / 5.686	eV
multiplicity	5
total charge	-2
LUMO energy (alpha / beta)	4.062 / 4.062	eV

Positions of all 68 atoms, in Å:
C  -5.84612  -13.97599  13.16365
C  -11.42713  -15.51837  10.67218
C  -11.16719  -6.19001  12.26903
C  -5.86678  -13.02947  14.36485
H  -5.22346  -10.36310  14.53353
H  -7.25692  -10.51428  15.74901
N  -9.77995  -13.62261  11.72068
H  -13.88563  -10.78804  15.20266
H  -7.92501  -8.42019  10.13157
H  -4.89439  -11.94551  12.19334
C  -12.58031  -9.70394  13.99443
C  -5.86967  -10.68429  13.69902
H  -12.10890  -16.29432  10.24661
O  -10.19822  -10.13322  10.72509
H  -11.54765  -4.16479  11.55359
N  -10.89348  -8.46155  12.74717
C  -11.72769  -8.34663  16.31287
H  -7.59334  -12.15519  16.18077
C  -10.05460  -5.20248  10.38115
O  -8.59410  -14.03745  14.10766
O  -9.41387  -11.29966  13.72425
C  -9.13214  -11.25376  14.95635
I  -8.66639  -16.50875  16.18009
H  -9.94912  -4.38442  9.70377
C  -10.48942  -13.36064  10.59249
H  -10.50983  -18.21228  14.27022
C  -9.00390  -10.00092  11.04211
C  -11.57163  -8.59536  13.89808
C  -11.29135  -7.84796  15.09019
H  -10.41540  -12.36621  10.19265
C  -5.04578  -10.88735  12.39681
H  -11.35807  -7.79375  17.20026
C  -9.47789  -16.25684  14.32890
C  -10.83911  -15.78023  11.89257
H  -6.48112  -10.43107  11.07526
Cl  -13.13394  -10.41280  12.57911
Cr  -8.22768  -12.49270  12.58968
H  -6.51711  -9.79311  13.65370
O  -5.53674  -10.18525  11.31273
C  -13.04891  -10.03078  15.24944
C  -7.58793  -11.44804  15.26564
C  -10.33814  -17.23482  13.76036
Cl  -10.01162  -6.73221  15.16819
O  -8.14258  -10.96707  11.23881
C  -10.95778  -17.01833  12.54240
H  -11.69749  -14.26916  8.98483
C  -10.40843  -7.34302  12.13874
C  -9.34834  -7.37218  11.20895
C  -8.37758  -8.57083  11.10739
C  -9.27024  -6.33327  10.29315
H  -7.55110  -8.44759  11.85216
H  -8.57866  -6.41398  9.40331
C  -11.23850  -14.35485  9.93406
N  -6.67747  -11.83438  14.10426
C  -11.00895  -5.12896  11.40266
C  -12.54270  -9.48274  16.42626
O  -6.71483  -13.74200  12.18493
H  -3.96035  -10.52687  12.57870
H  -11.89390  -6.18322  13.05602
C  -9.29896  -15.00911  13.64345
O  -5.12562  -14.97518  13.24720
O  -9.85024  -11.00941  15.94399
Cl  -12.09312  -18.22581  11.99219
H  -10.78741  -9.25591  12.08850
H  -6.27225  -13.59158  15.21363
H  -4.79824  -12.75955  14.57700
C  -9.98134  -14.80907  12.36302
H  -12.89950  -9.91524  17.34453

***

Record 2
C29H23FN6NaO2S2 as an isolated structure. Source: OMol25; level of theory: wB97M-V/def2-TZVPD.

Summary:
molar mass	593.7	Da
HOMO-LUMO gap	6.198	eV
total charge	-1
LUMO energy	1.810	eV

Positions of all 64 atoms, in Å:
H  1.57564  2.99095  -2.83026
C  -0.67428  1.25569  3.10792
O  7.06351  -0.07925  2.31760
C  1.23229  -2.77918  -1.72498
N  4.57109  0.23714  2.66104
C  1.99294  -3.84572  -2.16447
H  -1.10378  6.61408  2.45086
C  5.21457  -1.65368  -1.71523
H  0.27666  1.40497  3.62732
C  -1.07222  4.58866  1.67622
H  2.09549  -4.02157  -3.22742
C  2.57965  -4.50439  0.10229
H  1.52022  3.03766  -5.27598
H  3.24796  -5.50907  -1.65367
C  3.50564  -0.16585  -0.86778
H  -1.42009  -0.20335  1.86551
H  -0.21578  -1.62334  3.51856
C  -1.13564  5.97284  1.58018
C  0.35556  1.21646  -2.56190
C  0.29817  1.29750  -5.40759
F  0.27292  1.33440  -6.77775
N  -0.96234  3.72702  2.75840
H  -1.15379  3.63686  -1.59036
C  -0.38261  0.29601  -4.75247
H  -1.46320  1.18347  3.87587
N  -0.99889  2.42644  0.95168
H  -0.89430  -0.52827  -2.88183
S  2.36625  1.40022  1.72958
H  3.57546  -0.88542  -2.87436
N  1.50839  -2.93731  1.79694
C  0.26522  -0.98584  2.75680
H  1.16100  -0.54846  3.20831
C  1.01035  2.20221  -3.32664
C  -1.17734  4.28901  -0.72706
H  6.75498  -2.26618  -0.33148
H  5.62892  -2.22311  -2.53855
S  5.79586  -0.75681  2.22440
C  5.29012  -0.94348  0.53760
C  1.80723  -3.43421  0.54115
Na  0.34393  0.80082  -0.23288
C  2.65356  -4.69288  -1.26323
C  -1.09973  3.75208  0.55717
H  0.74724  -2.09864  -2.41196
N  0.47349  -1.59200  0.35815
C  1.13978  -2.58691  -0.34824
H  3.10853  -5.15021  0.79053
C  3.76217  0.47540  1.66210
H  2.61275  0.42446  -1.03211
H  -1.25970  7.56650  0.16969
C  4.13878  -0.20196  0.36642
O  5.69119  -2.03050  2.89519
C  -1.23810  5.66506  -0.83128
N  -0.54297  0.09954  2.26513
H  -1.28544  6.12038  -1.81205
H  1.93971  -3.21137  2.66176
C  -0.33582  0.28050  -3.35751
C  4.05898  -0.90130  -1.90604
C  1.00042  2.26337  -4.72319
H  -0.76946  3.98344  3.70945
H  -0.92880  -0.44309  -5.32775
C  -0.89496  2.46157  2.25007
C  5.85528  -1.68551  -0.48351
C  0.72672  -1.83178  1.61269
C  -1.22018  6.49287  0.30083

***

Record 3
C29H24AlN3O3S2Sb as an isolated structure at a distorted geometry. Source: OMol25; level of theory: wB97M-V/def2-TZVPD.

Summary:
molar mass	675.4	Da
HOMO-LUMO gap	7.682	eV
total charge	+1
LUMO energy	-3.107	eV

Positions of all 63 atoms, in Å:
C  -19.54854  10.31685  12.44281
C  -18.80847  7.61056  7.00260
C  -17.75771  8.56069  7.18811
H  -16.89445  10.35825  6.34776
C  -17.79544  4.58356  6.69945
C  -21.10385  3.94608  8.26812
C  -11.72351  6.44488  8.35867
S  -17.24153  10.73798  11.12820
O  -18.99443  5.19320  13.76388
S  -19.32010  8.71366  11.71394
H  -19.60729  4.09132  5.68313
H  -10.24394  7.74026  7.40967
C  -15.80631  3.44912  5.89901
H  -22.57154  2.43818  8.70394
H  -11.27659  5.50114  8.11933
O  -15.46499  6.30380  9.93709
C  -17.73515  9.66953  6.41303
C  -13.00652  6.41272  8.91683
C  -20.74095  5.28128  8.45064
H  -17.00512  8.41453  8.00139
C  -18.26312  5.30544  12.82645
C  -14.99584  7.50217  9.76999
Sb  -18.71460  5.87275  8.15269
H  -23.64433  6.62205  9.40613
C  -18.53940  4.01735  5.65761
C  -11.89847  8.87691  8.23726
H  -18.42202  2.99359  3.80358
C  -19.75982  7.81045  6.07922
H  -16.05277  2.45783  3.97815
H  -21.42785  7.24989  8.91064
H  -13.46485  5.42302  9.10380
H  -18.64088  10.79169  4.86018
C  -13.72207  7.60399  9.16275
N  -15.74225  8.54625  10.09495
C  -16.49177  3.01720  4.77232
H  -24.33870  4.12046  9.20067
H  -18.77034  12.27718  12.19462
C  -22.36727  3.49611  8.58467
O  -13.70683  10.02580  9.08250
H  -20.63465  10.46134  12.45305
C  -18.73453  9.87708  5.46201
N  -16.94089  8.15842  10.59384
C  -17.86510  3.26360  4.67891
C  -16.47576  4.23040  6.82526
H  -14.57411  9.85943  9.55525
H  -11.56593  9.83990  7.84475
H  -20.49133  7.05337  5.85972
H  -19.13890  10.25505  13.47335
C  -23.32282  4.45003  8.95611
H  -15.90633  4.63091  7.63959
C  -23.00462  5.80308  9.11547
H  -20.50444  9.16418  4.51735
C  -19.70932  8.92777  5.23043
H  -20.38118  3.24785  7.93694
C  -11.19812  7.72843  7.96864
C  -18.88478  11.35288  11.58817
H  -14.86340  3.01740  6.00433
H  -19.45226  11.63492  10.68099
N  -17.50778  5.34427  11.88714
C  -21.69552  6.21418  8.84064
Al  -17.14152  6.23523  10.35873
C  -13.16954  8.83364  8.82267
C  -17.72869  9.09444  11.07980

***

> Among the records above, which one has the lowest total charge?

C29H23Cl3CrIN3O8

***

> Among the records above, which one has the highest total charge?

C29H24AlN3O3S2Sb

***

> Which formula does entry 1 have?

C29H23Cl3CrIN3O8

***

> Number 1 is which compound?

C29H23Cl3CrIN3O8